C18H8BClF4N4O11Sn as an isolated structure, computed with ωB97M-V/def2-TZVPD.

## Properties
gap between HOMO and LUMO: 7.806 eV
energy relative to the best compared isomer or geometry (same formula, charge and spin): 9.5 kcal/mol
energy: -77186.19584 eV

Geometry as ORCA input:
```
! wB97M-V def2-TZVPD RIJCOSX def2/J DEFGRID3
* xyz -2 1
Sn 0.287 -0.192 -0.678
O 0.629 -6.164 0.540
C 0.140 -5.658 1.651
O -0.225 -6.359 2.571
C 0.091 -4.172 1.734
C -0.245 -3.453 2.860
Cl -0.801 -4.042 4.350
N -0.131 -2.137 2.579
N 0.259 -1.970 1.290
C 0.405 -3.179 0.776
C 0.838 -3.348 -0.668
O 1.089 -4.508 -1.054
O 0.933 -2.311 -1.380
C -0.284 -1.012 3.440
C -0.769 0.166 2.913
C -0.860 1.301 3.696
C -0.480 1.253 5.027
C -0.015 0.066 5.565
C 0.097 -1.068 4.777
H 0.861 -5.431 -0.142
H -1.091 0.196 1.889
H -1.221 2.220 3.256
H -0.548 2.143 5.641
H 0.279 0.021 6.606
H 0.491 -1.979 5.199
O -2.744 -1.662 1.362
C -2.543 -0.964 0.374
O -1.698 -1.195 -0.563
C -3.298 0.346 0.222
C -4.655 0.372 0.272
C -5.353 1.594 0.176
C -4.652 2.782 0.152
C -3.270 2.790 0.129
C -2.501 1.554 0.058
O -1.259 1.512 -0.110
N -2.633 4.084 0.174
O -3.357 5.084 0.144
O -1.422 4.164 0.258
N -6.778 1.615 0.126
O -7.378 0.546 0.084
O -7.361 2.698 0.121
H -5.211 -0.548 0.384
H -5.185 3.720 0.167
F 2.883 1.102 -1.204
B 3.188 0.798 0.148
F 3.243 -0.600 0.291
F 4.371 1.406 0.543
F 2.092 1.261 0.943
*
```

Table of Mulliken atomic charges, one value per atom, all in e: 1.25 -0.62 0.52 -0.66 -0.26 0.25 -0.18 0.25 0.01 0.27 0.81 -0.81 -0.61 0.11 0.56 -0.85 -0.47 -0.78 -0.65 0.47 0.06 0.46 0.39 0.34 0.45 -0.65 -0.06 -0.78 0.97 -0.19 -0.59 -0.08 -0.92 0.96 -0.65 1.03 -0.71 -0.60 1.02 -0.67 -0.67 0.55 0.64 -0.39 0.46 -0.37 -0.35 -0.29

---

C18H8Co2N2O6 as an isolated structure, computed with ωB97M-V/def2-TZVPD.

## Properties
gap between HOMO and LUMO: 5.787 eV
energy relative to the best compared isomer or geometry (same formula, charge and spin): 0.0 kcal/mol
energy: -109311.48995 eV

Geometry as ORCA input:
```
! wB97M-V def2-TZVPD RIJCOSX def2/J DEFGRID3
* xyz -2 1
C -1.027 -0.156 -3.166
C -1.993 0.815 -2.966
N -2.869 1.574 -2.787
C 0.347 0.175 -3.203
C 1.342 -0.860 -3.264
C 2.694 -0.533 -3.261
C 3.108 0.819 -3.213
C 4.497 1.138 -3.233
N 5.651 1.398 -3.253
C 2.142 1.851 -3.159
C 0.780 1.549 -3.150
H -1.307 -1.201 -3.312
H 1.003 -1.909 -3.302
H 3.450 -1.329 -3.304
H 2.479 2.897 -3.126
H 0.034 2.363 -3.102
O -4.627 1.408 2.104
C -3.587 1.188 2.583
Co -1.986 0.727 3.247
C -0.811 2.015 2.926
O 0.015 2.801 2.696
C -1.942 0.622 4.995
O -1.873 0.482 6.140
C -1.570 -1.185 2.847
C -1.322 -0.559 1.577
C -1.974 -0.470 0.402
Co 0.261 -1.528 2.601
C 1.569 -0.566 1.867
O 2.361 0.122 1.376
C 0.227 -3.111 1.750
O 0.110 -4.102 1.150
C 0.686 -1.672 4.311
O 0.903 -1.698 5.451
H -2.328 -1.970 2.839
H -1.462 -0.197 -0.534
H -2.983 -0.897 0.473
*
```

Table of Mulliken atomic charges, one value per atom, all in e: -0.94 0.40 -0.70 1.32 -0.80 -0.46 0.44 0.10 -0.66 -0.53 -0.65 0.26 0.26 0.35 0.35 0.28 -0.38 0.13 0.22 0.10 -0.35 0.18 -0.40 0.77 -0.76 -0.58 0.12 0.06 -0.36 0.09 -0.41 0.21 -0.42 0.40 0.12 0.25